(1)
The following is a quantum chemistry calculation of a molecular structure, C4H5NO, from the OMol25 dataset.

Output
HOMO-LUMO gap (spin up / spin down): 7.82 / 6.89 eV
total charge: 0
relative energy (zero: lowest compared OMol25 entry of this formula, charge and spin): 114.3 kcal/mol
LUMO energy (spin up / spin down): -0.75 / -1.12 eV

Geometry (Å):
N1 1.76649 0.23411 -1.76931
C1 0.87988 0.00372 -1.01124
C2 0.60387 -0.95163 0.27693
C3 -0.72480 -0.42736 0.50254
C4 -0.75176 1.02593 0.35627
O1 -0.48826 0.68165 -1.02655
H1 1.35165 -0.67908 1.02588
H2 0.65459 -2.01201 0.02956
H3 -1.64218 -0.99576 0.38549
H4 -1.71584 1.52495 0.42551
H5 0.06637 1.59547 0.80492

Forces on the atoms, in the same order (eV/Å):
-0.493 -0.209 0.353
0.314 0.082 -0.260
0.089 -0.079 0.026
-0.114 -0.114 0.241
-0.060 -0.058 0.193
0.209 0.199 -0.445
-0.153 0.017 -0.073
0.048 0.213 -0.015
0.152 0.098 -0.022
0.128 -0.063 0.051
-0.121 -0.086 -0.049

Charges computed using Mulliken, reported in e: N -0.619; C 0.301; C -0.354; C -0.052; C -0.284; O -0.296; H 0.222; H 0.277; H 0.301; H 0.256; H 0.249



(2)
The following is a quantum chemistry calculation of 2 unconnected molecules or ions with the total composition C5H7O4P in a non-equilibrium geometry, from the OMol25 dataset.

Output
HOMO-LUMO gap: 5.39 eV
total charge: -2
relative energy (zero: lowest compared OMol25 entry of this formula, charge and spin): 36.2 kcal/mol
LUMO energy: 6.45 eV

Geometry (Å):
C1 -1.77706 0.01475 0.75492
C2 -1.66441 -0.11975 -0.72861
C3 -0.29410 0.09219 1.29447
C4 -0.27908 -0.78935 -0.93034
C5 0.56604 -0.61509 0.32972
O1 2.23809 1.33462 -1.56827
O2 3.07736 1.49435 0.87704
O3 3.83799 -0.47357 -0.64646
O4 -0.05840 -1.86582 -0.03035
P1 2.90496 0.68792 -0.39192
H1 -2.28703 1.02516 0.91886
H2 -2.36376 -0.83046 1.03818
H3 -2.55085 -0.54736 -1.20387
H4 -1.32201 0.75185 -1.28997
H5 -0.06750 1.14831 1.21139
H6 -0.02209 -0.21760 2.28222
H7 0.06183 -1.09016 -1.91703

Forces on the atoms, in the same order (eV/Å):
-0.025 2.205 0.471
2.507 -0.291 -1.720
-1.291 0.806 -0.960
-0.523 -1.280 1.457
1.769 0.820 -2.593
-0.012 0.060 0.074
-0.134 -0.376 -0.607
-0.416 0.616 0.152
-0.533 -1.617 0.561
-0.092 -0.751 0.631
0.098 -1.445 0.511
-0.478 -0.404 0.955
0.042 -0.244 -0.119
-1.070 1.029 0.236
0.508 0.336 0.181
-0.559 -0.302 0.933
0.208 0.839 -0.163

Charges computed using Mulliken, reported in e: C -0.510; C -0.723; C -0.607; C -0.247; C -0.463; O -0.656; O -0.681; O -0.698; O -0.485; P 0.911; H 0.266; H 0.308; H 0.365; H 0.188; H 0.146; H 0.394; H 0.492



(3)
The following is a quantum chemistry calculation of a gas-phase ion, C4H14N3 (charge +1) in a non-equilibrium geometry, from the OMol25 dataset.

Output
structure (SMILES): CN(CN)[NH+](C)C
HOMO-LUMO gap: 11.74 eV
total charge: +1
relative energy (zero: lowest compared OMol25 entry of this formula, charge and spin): 83.6 kcal/mol
LUMO energy: -2.65 eV

Geometry (Å):
C1 1.67271 -0.45027 0.81364
C2 -0.02091 1.15028 -1.30009
C3 -0.58488 1.61634 1.07918
C4 -0.08664 -1.78719 -0.29992
N1 -1.50463 -1.55076 -0.45496
N2 0.22979 -0.51928 0.69370
N3 -0.41274 0.62929 0.03071
H1 1.75349 -0.03518 1.80430
H2 2.22656 -1.42901 0.81962
H3 2.18164 0.15771 0.10736
H4 -0.19960 0.37280 -2.08651
H5 -0.79409 1.82095 -1.46170
H6 1.06422 1.38085 -1.24893
H7 -0.91210 2.61153 0.80587
H8 -1.31918 1.14053 1.78915
H9 0.42610 1.82344 1.67793
H10 0.40640 -1.81788 -1.26796
H11 0.24055 -2.58156 0.36863
H12 -2.05275 -2.05866 -1.15054
H13 -2.02534 -1.73981 0.33037
H14 -1.31169 0.12583 -0.08610

Forces on the atoms, in the same order (eV/Å):
0.519 -0.145 1.640
1.698 -2.906 0.054
1.330 0.693 3.532
-1.166 2.186 2.286
-0.067 -0.773 -2.479
0.174 -2.943 -3.887
0.369 -0.749 0.875
1.100 0.289 0.352
-1.183 0.645 -0.064
0.333 0.680 -0.790
0.387 0.322 0.878
-0.550 2.304 -0.658
-1.062 0.730 -0.438
-0.307 -0.166 -0.733
0.880 0.819 -0.507
-2.105 -0.728 -1.426
0.275 0.330 0.102
-0.249 -0.316 -0.331
0.926 0.145 -0.466
-0.957 -0.564 2.793
-0.344 0.148 -0.734

Charges computed using Mulliken, reported in e: C -0.960; C -0.897; C -0.707; C -0.586; N -0.547; N -0.374; N 0.211; H 0.396; H 0.348; H 0.313; H 0.290; H 0.483; H 0.307; H 0.345; H 0.343; H 0.260; H 0.364; H 0.446; H 0.212; H 0.225; H 0.527



(4)
The following is a quantum chemistry calculation of a single C4H17OPSi3 molecule in a non-equilibrium geometry, from the OMol25 dataset.

Output
HOMO-LUMO gap (spin up / spin down): 4.99 / 6.39 eV
total charge: 0
spin multiplicity: 3
expectation value of S²: 2.005
LUMO energy (spin up / spin down): 0.85 / -2.97 eV

Geometry (Å):
C1 -1.45068 -1.93525 0.11691
C2 3.21933 -1.95651 -0.29432
C3 -0.64176 1.95940 0.51239
C4 0.36891 1.33496 -0.42760
O1 -2.95200 0.38007 -0.65347
Si1 -3.14731 -1.17897 -0.15739
Si2 -2.37937 1.86646 -0.34502
Si3 2.05992 1.05433 0.50870
P1 3.64812 -0.11210 -0.57687
H1 -1.44869 -2.99093 0.03491
H2 -0.65421 -1.59804 -0.50863
H3 -0.87083 -1.79921 0.99317
H4 3.80013 -2.61502 -0.93164
H5 2.18003 -2.04525 -0.46524
H6 3.40944 -2.22142 0.75068
H7 -0.56340 1.24851 1.46727
H8 -0.38928 3.02338 0.92394
H9 -0.01160 0.42758 -0.90437
H10 0.61373 2.13552 -1.26716
H11 -3.97164 -1.81951 -1.36549
H12 -3.85172 -1.33849 1.13300
H13 -3.28820 2.79972 0.43552
H14 -2.10515 2.38210 -1.76850
H15 1.55307 0.15764 1.44370
H16 2.20177 2.51676 1.06562
H17 4.67139 0.32425 0.27988

Forces on the atoms, in the same order (eV/Å):
0.040 0.261 -0.419
2.079 -1.117 0.081
-0.539 -0.826 2.517
2.235 2.059 -2.037
-0.361 -0.496 0.717
0.045 -0.469 -1.100
1.387 1.751 -0.316
-0.771 3.640 -2.651
-2.132 1.085 1.373
-0.307 -1.308 -0.372
0.094 0.313 -1.570
-0.402 0.562 1.903
-0.018 -0.443 -0.165
-1.056 0.102 -0.491
0.234 0.229 0.080
-0.769 1.550 -1.445
-0.382 -1.867 -1.013
0.045 0.171 -0.030
-0.548 -1.778 1.268
0.968 0.444 1.446
-0.272 0.188 -0.143
0.058 -0.661 -0.408
-0.306 -0.021 0.933
0.017 -1.481 1.798
0.060 -0.997 0.183
0.602 -0.892 -0.140

Charges computed using Mulliken, reported in e: C -1.249; C -1.031; C -0.691; C -0.709; O 0.073; Si 0.219; Si 0.279; Si 0.330; P 0.065; H 0.502; H 0.239; H 0.489; H 0.449; H 0.181; H 0.338; H 0.247; H 0.372; H 0.331; H 0.290; H -0.099; H -0.127; H -0.161; H -0.115; H -0.133; H -0.165; H 0.076



no.,E_tot (eV)
1,-7761.5687
2,-22775.5871
3,-8836.3955
4,-39388.3675